(1)
Here is a structure of composition C16H21BrN4O9P2SeTc from OMol25. Energies are from ωB97M-V/def2-TZVPD.

Element x y z (Å)
1 Tc -0.123 0.048 -0.160
2 C 2.801 0.349 3.948
3 C 1.502 0.642 3.206
4 O 0.503 1.248 4.021
5 P 0.577 -0.867 2.754
6 O 1.470 -1.877 1.932
7 O 0.344 -1.660 4.091
8 O -0.666 -0.575 1.980
9 P 1.864 1.687 1.721
10 O 1.799 3.130 2.386
11 O 3.155 1.389 1.082
12 O 0.625 1.597 0.780
13 H 2.628 -0.339 4.775
14 H 3.203 1.280 4.350
15 H 3.542 -0.065 3.265
16 H 0.726 2.170 4.204
17 H 2.175 -2.325 2.428
18 H -0.244 -1.253 4.750
19 H 2.499 3.727 2.076
20 N 3.843 -0.072 -1.409
21 C 2.554 0.118 -1.277
22 O 1.872 -0.579 -0.460
23 C 1.817 1.070 -2.159
24 C 0.345 0.646 -2.170
25 H 4.333 -0.614 -0.714
26 H 4.396 0.541 -1.986
27 H 2.247 1.093 -3.162
28 H 1.923 2.069 -1.728
29 H 0.213 -0.195 -2.857
30 H -0.264 1.456 -2.563
31 O -5.803 2.580 0.267
32 C -4.627 2.039 0.030
33 C -4.393 0.666 -0.104
34 C -3.116 0.231 -0.307
35 N -2.022 1.029 -0.366
36 C -2.282 2.370 -0.384
37 Br -1.030 3.641 -0.963
38 C -3.537 2.888 -0.170
39 H -6.513 1.932 0.359
40 H -5.205 -0.048 -0.060
41 H -2.936 -0.824 -0.442
42 H -3.694 3.957 -0.199
43 Se 0.690 -2.726 -1.761
44 N -0.549 -1.886 -0.714
45 C -1.299 -2.860 -0.139
46 C -2.335 -2.719 0.810
47 C -3.013 -3.835 1.222
48 C -2.710 -5.136 0.749
49 C -1.678 -5.329 -0.115
50 C -0.958 -4.197 -0.573
51 N 0.059 -4.275 -1.420
52 H -2.552 -1.762 1.255
53 H -3.803 -3.714 1.953
54 H -3.290 -5.978 1.099
55 H -1.382 -6.308 -0.465

**2S+1**: 4
**Energy**: -7257.1687 Eh
**Lowest unoccupied orbital energy (spin up / spin down)**: -0.2514 / -0.2792 Ha
**Energy above the lowest of the compared OMol25 structures with the same formula, charge and spin**: 1.364 eV
**Largest force on an atom**: 1.4 eV/Å
**⟨S²⟩**: 3.7945
**Total charge**: +2

These are the Löwdin partial charges, in e, on atoms 1 to 5: number 1, Tc, carries 1.654; number 2, C, carries -0.043; number 3, C, carries -0.582; number 4, O, carries -0.046; number 5, P, carries 0.489

=====

(2)
Here is the molecule C16H21ClN4O4 from OMol25. Energies are from ωB97M-V/def2-TZVPD.

Element x y z (Å)
1 O 2.578 3.149 1.005
2 C 2.793 2.566 -0.037
3 C 2.248 1.171 -0.344
4 N 1.586 0.589 0.802
5 C 0.362 1.235 1.218
6 C -0.844 0.921 0.310
7 N -1.013 -0.514 0.241
8 C -2.239 -1.101 0.268
9 C -3.393 -0.394 -0.135
10 C -4.624 -0.992 -0.231
11 C -4.771 -2.347 0.063
12 Cl -6.312 -3.105 -0.103
13 C -3.687 -3.066 0.511
14 C -2.443 -2.448 0.655
15 N -1.457 -3.218 1.347
16 O -1.516 -4.430 1.256
17 O -0.649 -2.627 2.041
18 C 0.189 -1.179 -0.219
19 C 1.368 -0.839 0.707
20 N 3.507 3.149 -1.034
21 C 3.951 2.564 -2.279
22 C 5.483 2.454 -2.261
23 O 6.078 3.710 -2.052
24 C 5.652 4.280 -0.833
25 C 4.130 4.441 -0.800
26 H 3.091 0.519 -0.590
27 H 1.602 1.254 -1.238
28 H 0.526 2.310 1.267
29 H 0.137 0.871 2.224
30 H -1.727 1.380 0.751
31 H -0.687 1.344 -0.694
32 H -3.303 0.642 -0.419
33 H -5.478 -0.422 -0.561
34 H -3.780 -4.103 0.795
35 H 0.047 -2.255 -0.282
36 H 0.410 -0.816 -1.235
37 H 2.274 -1.330 0.347
38 H 1.142 -1.211 1.707
39 H 3.508 1.586 -2.448
40 H 3.656 3.233 -3.097
41 H 5.855 2.093 -3.221
42 H 5.786 1.755 -1.465
43 H 6.145 5.250 -0.762
44 H 5.968 3.646 0.009
45 H 3.800 4.806 0.173
46 H 3.814 5.134 -1.586

**2S+1**: 1
**Energy**: -1602.3581 Eh
**Lowest unoccupied orbital energy**: -0.0161 Ha
**SMILES**: O=C(CN1CCN(c2ccc(Cl)cc2[N+](=O)[O-])CC1)N1CCOCC1
**Largest force on an atom**: 1.4 eV/Å

These are the Löwdin partial charges, in e, on atoms 1 to 5: number 1, O, carries 0.064; number 2, C, carries -0.416; number 3, C, carries -0.109; number 4, N, carries -0.156; number 5, C, carries -0.145

=====

(3)
Here is a structure of composition C16H21CoN3O3Si from OMol25. Energies are from ωB97M-V/def2-TZVPD.

Element x y z (Å)
1 Co 1.253 0.674 -0.157
2 C 0.976 2.520 -3.044
3 Si -0.633 1.667 -2.768
4 C -0.956 0.473 -4.153
5 C -1.984 2.911 -2.492
6 N -0.477 0.673 -1.215
7 C -1.461 -0.077 -0.734
8 C -2.763 -0.205 -1.313
9 C -3.724 -0.994 -0.743
10 C -3.450 -1.702 0.434
11 C -2.202 -1.624 1.046
12 C -1.239 -0.837 0.467
13 O 0.029 -0.692 0.982
14 C 0.367 -1.403 2.159
15 C 0.141 -0.795 3.377
16 C 0.516 -1.482 4.526
17 C 1.095 -2.740 4.428
18 C 1.301 -3.326 3.187
19 C 0.934 -2.655 2.026
20 H 0.879 3.062 -3.989
21 H 1.821 1.840 -3.145
22 H 1.234 3.241 -2.271
23 H -0.925 1.025 -5.095
24 H -1.909 -0.052 -4.114
25 H -0.162 -0.275 -4.198
26 H -1.936 3.651 -3.293
27 H -1.825 3.448 -1.555
28 H -2.994 2.507 -2.482
29 H -2.986 0.339 -2.217
30 H -4.700 -1.074 -1.197
31 H -4.215 -2.322 0.880
32 H -1.999 -2.175 1.953
33 H -0.325 0.181 3.428
34 H 0.352 -1.032 5.496
35 H 1.382 -3.270 5.326
36 H 1.748 -4.308 3.116
37 H 1.079 -3.093 1.048
38 N 2.794 0.089 1.245
39 N 3.863 0.945 0.953
40 C 3.708 1.969 0.016
41 O 4.594 2.753 -0.178
42 O 2.538 1.940 -0.588
43 H 2.495 0.185 2.213
44 H 3.071 -0.882 1.115
45 H 4.694 0.918 1.520

**2S+1**: 5
**Energy**: -2684.3664 Eh
**Lowest unoccupied orbital energy (spin up / spin down)**: -0.0953 / -0.2033 Ha
**Energy above the lowest of the compared OMol25 structures with the same formula, charge and spin**: 0.000 eV
**Largest force on an atom**: 0.4 eV/Å
**⟨S²⟩**: 6.0464
**Total charge**: +1

These are the Löwdin partial charges, in e, on atoms 1 to 5: number 1, Co, carries 0.916; number 2, C, carries -0.175; number 3, Si, carries 0.474; number 4, C, carries -0.156; number 5, C, carries -0.156